No. 1
DFT (the ωB97M-V functional and the def2-TZVPD basis) results for an isolated molecule of C20H32N4O5S in a non-equilibrium geometry.

Geometry as XYZ:
```
62
Properties=species:S:1:pos:R:3:forces:R:3
S -0.6314 -0.5675 -0.0221 0.69 -1.05 -0.08
O -0.5606 0.8623 0.0044 0.03 0.01 0.40
O 1.6805 0.9837 2.2642 -0.13 0.01 0.22
O -3.4852 1.8212 0.0458 0.16 0.24 -0.23
O -4.4742 -0.1710 -0.3723 0.10 -0.26 0.17
O -1.3497 -1.1880 -1.1067 0.01 -0.08 0.28
N 2.3567 1.9681 0.3501 0.14 0.15 0.01
N -3.4370 0.1569 1.5870 0.01 -0.18 -0.04
N 2.8228 -2.4388 -0.2365 -0.42 0.27 0.13
N -1.2044 -1.1874 1.4289 0.18 0.41 -0.97
C 2.6459 1.9323 -1.0640 -0.10 -0.15 -0.51
C 3.6996 -3.5354 -0.5416 0.26 -0.20 -0.16
C 1.0209 -1.1766 -0.0299 -0.23 0.24 -0.17
C 2.0201 0.8992 1.0915 0.59 -0.11 0.14
C -2.3841 -2.0250 1.3734 -0.36 -0.42 -0.15
C 0.7040 -3.5215 -1.0517 0.08 -0.06 0.03
C -1.2152 -0.2378 2.5217 0.15 0.44 0.33
C 1.4896 2.5368 -1.8633 0.22 0.12 0.00
C 4.6531 -0.9743 0.6558 -0.12 -0.12 -0.05
C 1.2105 3.9563 -1.3776 -0.24 -0.16 0.02
C -4.7903 0.2361 -1.7024 0.00 0.25 -0.54
C 0.9111 3.9150 0.1178 0.25 0.08 -0.07
C -3.6201 -1.2483 1.8676 0.00 -0.12 -0.05
C 3.2335 -1.2476 0.3088 -0.12 0.63 0.21
C 1.4766 -2.4041 -0.4521 -0.46 -0.03 -0.14
C 2.0946 3.2986 0.8606 -0.24 0.22 0.41
C -4.2045 -0.7625 -2.6892 -0.07 0.15 0.40
C -2.3723 0.7691 2.3605 0.00 0.28 0.12
C 2.1328 -0.4380 0.4451 0.12 -0.30 0.05
C -3.7470 0.6903 0.3717 -0.53 0.29 0.15
H 5.2978 -1.0656 -0.2190 0.12 0.04 -0.01
H -3.7327 -1.3503 2.9513 -0.05 -0.04 -0.07
H 1.8836 3.2058 1.9269 0.12 0.07 -0.13
H -3.1400 -0.8767 -2.4960 0.00 0.02 -0.10
H -0.2547 0.2773 2.5327 -0.12 -0.01 0.28
H 2.0799 4.5937 -1.5669 0.01 0.06 -0.03
H 5.0118 -1.6674 1.4172 0.10 0.01 0.06
H 4.7335 0.0351 1.0484 0.06 0.07 0.03
H 3.1165 -4.4403 -0.6934 0.03 0.02 0.02
H 4.3934 -3.6984 0.2833 -0.05 -0.03 -0.03
H -4.3775 1.2367 -1.8646 -0.16 -0.18 0.02
H -1.3154 -0.8089 3.4493 0.07 -0.01 -0.07
H 0.7147 4.9159 0.5044 -0.04 0.01 0.05
H -2.5111 -2.3182 0.3310 -0.18 -0.14 0.18
H 1.1619 -3.8640 -1.9791 -0.03 -0.07 -0.07
H 0.6001 1.9269 -1.7004 0.04 -0.02 -0.12
H -5.8828 0.2772 -1.7780 0.16 0.04 0.04
H 0.3598 4.3733 -1.9174 0.03 0.08 -0.05
H -2.0409 1.6513 1.8114 -0.05 -0.10 0.18
H 2.9952 3.9087 0.7199 -0.04 -0.01 0.03
H -4.6841 -1.7319 -2.5753 -0.03 -0.13 -0.05
H -4.5252 -1.6045 1.3790 0.10 -0.06 0.16
H -2.7582 1.0724 3.3401 0.09 0.01 -0.03
H 0.0324 3.2901 0.2842 -0.07 0.07 0.09
H -4.3542 -0.4082 -3.7052 -0.05 0.01 -0.14
H 2.8243 0.9008 -1.3702 0.07 0.13 0.03
H -2.2171 -2.9203 1.9840 -0.03 0.05 -0.06
H 3.5607 2.5153 -1.2355 -0.03 -0.08 -0.03
H 0.6324 -4.3664 -0.3655 -0.01 -0.11 0.00
H 1.7378 2.5288 -2.9261 0.00 -0.04 -0.03
H 4.2781 -3.3316 -1.4469 -0.02 -0.06 0.04
H -0.2962 -3.1584 -1.2691 0.00 -0.13 -0.06
```
Forces are in eV/Å.

Highest occupied orbital energy   -8.24 eV
LUMO level   0.510 eV
Electronic energy   -1774.7546 hartree
Max |F|   1.255 eV/A
Structure (SMILES)   CCOC(=O)N1CCN(S(=O)(=O)c2c(C(=O)N3CCCCC3)c(C)n(C)c2C)CC1
Frontier orbital gap   8.75 eV
Energy relative to the best compared isomer or geometry (same formula, charge and spin)   0.00 kcal/mol

Results of the Löwdin charge analysis, in e, for atoms 1 through 6: atom 1 (S): 0.725, atom 2 (O): -0.248, atom 3 (O): 0.052, atom 4 (O): 0.096, atom 5 (O): -0.010, atom 6 (O): -0.291


No. 2
DFT (the ωB97M-V functional and the def2-TZVPD basis) results for a structure of composition C29H28Br2N5O10S2 in a non-equilibrium geometry.

Geometry as XYZ:
```
76
Properties=species:S:1:pos:R:3:forces:R:3
Br -6.3446 -0.9962 -1.9600 0.06 -0.15 -0.01
Br -3.1988 -1.2426 -2.8936 0.09 0.15 -0.08
S -2.4873 -2.6004 -0.4716 0.87 0.23 0.07
S -2.4350 0.8468 3.4568 -0.10 0.40 0.39
O -5.0493 -3.4346 0.6737 0.14 -0.14 -0.08
O 8.0213 0.6218 -0.6065 0.06 -0.09 -0.07
O -8.9051 -4.9833 7.3820 -0.01 0.09 0.11
O 1.0558 -2.0550 -0.3325 0.10 -0.16 -0.06
O -6.6096 -1.8384 0.9377 0.67 -0.14 -0.10
O 3.8642 2.9384 -2.7525 0.19 0.04 0.04
O -9.2555 -6.9493 6.5968 -0.05 -0.13 0.02
O 6.4464 1.6242 0.4590 0.20 -0.01 0.11
O -0.0739 -1.1025 1.2255 0.07 0.04 0.17
O 2.5517 4.4649 -3.5017 -0.03 0.15 -0.02
N 3.0914 3.3822 -3.5757 -0.10 -0.06 0.03
N 0.8616 -1.1539 0.4538 -0.12 0.03 0.00
N -3.8909 -2.1795 -1.4097 -0.31 -0.52 0.26
N 7.5138 1.6086 -0.1166 -0.01 0.02 -0.02
N -8.8469 -5.8081 6.4912 0.01 0.02 -0.08
C -7.6117 -5.9389 2.9811 0.02 0.16 0.14
C -4.4678 -0.1205 -0.0041 -0.15 -0.10 0.56
C 8.4016 5.2088 0.2483 0.11 0.00 -0.06
C -8.1930 -6.3205 4.1795 -0.02 -0.23 -0.15
C -7.7455 -4.1215 5.0786 0.07 0.19 0.03
C -7.1655 -3.7523 3.8764 -0.02 -0.04 0.06
C 7.7045 4.0161 0.3426 -0.17 0.14 0.12
C 2.5467 2.0575 1.3259 0.11 -0.02 -0.11
C 9.4504 2.9051 -0.9019 0.21 -0.09 -0.13
C 1.8234 -0.0402 0.4624 0.07 0.14 -0.04
C 1.6460 1.0030 1.3476 -0.14 0.13 0.20
C -5.5843 -2.3419 0.4267 -1.14 -0.14 0.39
C 8.2431 2.8806 -0.2311 0.10 0.16 0.00
C 1.9262 3.0240 -5.7103 -0.15 0.17 -0.12
C -4.9078 -1.4341 -0.6509 0.03 0.43 -0.40
C 3.7705 0.9928 -0.4508 -0.21 0.05 0.14
C 3.3556 1.2866 -4.8323 0.14 -0.20 0.07
C -3.3509 1.0466 1.8926 0.26 -0.86 0.33
C 3.6042 2.0557 0.4288 -0.19 -0.04 0.00
C -8.2488 -5.4051 5.2154 0.07 0.06 -0.10
C 2.8758 -0.0615 -0.4352 0.16 -0.06 -0.20
C 10.1406 4.1021 -0.9937 -0.06 0.09 0.06
C 2.2198 0.9724 -6.9249 0.00 0.00 -0.01
C -4.0588 -0.2368 1.4700 0.37 0.58 -0.20
C -7.0935 -4.6578 2.8275 -0.04 -0.11 -0.23
C 2.7811 2.5397 -4.7393 -0.03 -0.11 -0.14
C 9.6191 5.2519 -0.4167 0.00 0.00 0.00
C 3.0698 0.4995 -5.9349 -0.06 0.05 -0.08
C 1.6475 2.2318 -6.8111 0.06 -0.11 0.00
H 7.9952 6.1048 0.6957 -0.03 0.01 0.01
H 2.9971 -0.8879 -1.1193 -0.12 -0.07 0.05
H 10.1634 6.1843 -0.4850 0.00 0.01 -0.01
H 4.0154 0.9225 -4.0594 -0.01 0.10 0.07
H 4.5893 0.9902 -1.1511 0.04 -0.02 -0.02
H -4.9441 -0.3852 2.0689 -0.20 -0.20 0.24
H 11.0875 4.1375 -1.5139 0.01 -0.02 -0.01
H 9.8525 2.0079 -1.3472 -0.10 -0.08 0.04
H 3.5105 -0.4835 -6.0217 0.01 -0.02 0.02
H -1.4298 0.0695 3.0452 -0.06 -0.14 -0.29
H 4.2958 2.8838 0.4098 0.02 0.03 -0.03
H -8.5933 -7.3159 4.3003 -0.03 0.02 0.13
H -2.6502 1.3458 1.1279 0.18 0.31 -0.20
H 2.4163 2.8853 2.0092 -0.03 0.00 0.02
H -4.0557 1.8359 2.0919 -0.19 0.48 -0.04
H 0.9827 2.5973 -7.5809 -0.02 0.02 0.00
H 0.8187 1.0102 2.0419 -0.08 -0.11 -0.04
H -2.8794 -3.7309 0.1361 -0.51 0.09 -0.26
H -5.3176 0.5421 -0.0184 -0.31 0.28 -0.11
H -7.5582 -6.6433 2.1624 -0.01 -0.02 -0.01
H -6.6308 -4.3555 1.8946 0.07 0.09 0.04
H -7.8022 -3.4172 5.8947 -0.05 -0.09 0.09
H -6.7651 -2.7567 3.7461 -0.01 0.02 -0.08
H 6.7570 3.9783 0.8584 -0.01 -0.13 -0.01
H -3.3648 -1.0403 1.6550 0.05 -0.47 -0.14
H 2.0015 0.3568 -7.7872 -0.02 -0.01 0.00
H -3.6803 0.3755 -0.5605 0.24 -0.15 -0.39
H 1.4809 4.0026 -5.6156 0.05 0.03 0.12
```
Forces are in eV/Å.

Highest occupied orbital energy   -5.35 eV
LUMO level   0.395 eV
Electronic energy   -8092.1369 hartree
Max |F|   1.215 eV/A
Frontier orbital gap   5.74 eV
Total charge   -1

Results of the Löwdin charge analysis, in e, for atoms 1 through 6: atom 1 (Br): 0.683, atom 2 (Br): 0.591, atom 3 (S): 0.704, atom 4 (S): 0.684, atom 5 (O): -0.067, atom 6 (O): 0.086


No. 3
DFT (the ωB97M-V functional and the def2-TZVPD basis) results for a cluster of 2 separate species, C4H12 in total in a non-equilibrium geometry.

Geometry as XYZ:
```
16
Properties=species:S:1:pos:R:3:forces:R:3
C 1.6304 0.2418 -1.6271 -1.48 -1.09 3.29
C 0.8110 -1.0952 -1.5351 -0.55 0.25 -2.95
C -0.7830 0.0585 2.0557 2.13 -1.24 0.03
C -1.7887 0.8124 1.2656 3.72 2.15 -3.16
H -1.3825 1.8577 1.2724 -1.15 -0.27 0.25
H 2.0054 0.4116 -0.5773 -0.13 0.38 -1.00
H 1.3946 -1.6525 -2.2865 -0.30 -1.18 0.88
H -0.1494 -1.0128 -2.1463 0.73 0.15 1.15
H -2.7419 0.7349 1.5813 -3.22 -0.12 1.11
H -0.4942 -0.8968 1.5583 -1.23 -0.43 1.17
H -1.0046 0.0911 3.1657 0.44 -0.56 -1.31
H 0.9338 1.0219 -1.9051 0.52 0.53 -0.35
H 0.2565 0.4173 1.8525 -0.68 0.85 0.61
H -1.7466 0.6260 0.1409 -0.04 -0.36 1.37
H 2.4663 -0.0131 -2.2224 0.84 0.68 -0.92
H 0.5926 -1.6028 -0.5926 0.39 0.26 -0.16
```
Forces are in eV/Å.

Highest occupied orbital energy (spin up / spin down)   1.51 / -7.16 eV
LUMO level (spin up / spin down)   4.395 / 4.373 eV
Electronic energy   -159.4755 hartree
Max |F|   5.339 eV/A
Frontier orbital gap (spin up / spin down)   2.88 / 11.53 eV
Energy relative to the best compared isomer or geometry (same formula, charge and spin)   34.31 kcal/mol
Expectation value of S²   0.75
Spin multiplicity   2
Total charge   -1

Results of the Löwdin charge analysis, in e, for atoms 1 through 6: atom 1 (C): -0.332, atom 2 (C): -0.401, atom 3 (C): -0.335, atom 4 (C): -0.291, atom 5 (H): 0.057, atom 6 (H): 0.036